# 1
Computed, not measured: a cluster of 2 separate species, C5H13NO in total, with ωB97M-V/def2-TZVPD.

Positions of all 20 atoms, in Å:
C: 0.267 -0.647 -0.275
C: -0.804 -0.577 0.661
C: -1.179 1.218 0.292
C: 1.632 -0.157 0.114
C: -0.012 -0.732 -1.752
N: -0.311 2.144 0.926
O: 0.191 -2.500 0.219
H: 0.691 -2.654 1.035
H: -0.229 3.057 0.499
H: -0.441 2.243 1.923
H: -0.542 -0.541 1.714
H: -1.726 -1.085 0.398
H: -2.184 1.233 0.719
H: -1.294 1.444 -0.766
H: 2.204 0.299 -0.702
H: -1.063 -0.939 -1.962
H: 2.267 -0.982 0.447
H: 1.686 0.553 0.936
H: 0.279 0.187 -2.268
H: 0.567 -1.566 -2.157

molar mass	103.16	g/mol
gap between HOMO and LUMO	8.7	eV
LUMO energy	0.03171	hartree
E_tot	-8930.245	eV
total charge	0

=====

# 2
Computed, not measured: a structure of composition C17H31GeN5O4Zn, with ωB97M-V/def2-TZVPD.

Positions of all 59 atoms, in Å:
Zn: 0.534 -0.366 -0.461
N: 0.780 1.866 -0.120
N: -0.263 2.804 -0.028
C: -1.530 2.438 0.177
N: -2.477 3.347 0.205
N: -1.692 1.083 0.372
N: -2.870 0.571 0.289
O: -2.867 -0.786 0.386
O: -3.928 1.090 0.109
H: 1.355 1.920 0.720
H: 1.366 2.106 -0.917
H: -0.031 3.783 -0.125
H: -2.271 4.327 0.066
H: -3.440 3.078 0.330
C: 4.642 -0.720 -1.219
C: 3.307 -0.922 -0.569
O: 2.377 -0.195 -1.039
C: 3.131 -1.876 0.501
C: 4.227 -2.738 0.781
C: 4.198 -3.657 1.789
C: 3.052 -3.738 2.594
C: 1.971 -2.925 2.366
C: 1.957 -1.987 1.318
O: 0.862 -1.262 1.179
H: 4.597 0.170 -1.840
H: 4.869 -1.573 -1.863
H: 5.446 -0.630 -0.491
H: 5.112 -2.676 0.165
H: 5.043 -4.305 1.970
H: 3.018 -4.451 3.408
H: 1.089 -2.986 2.991
C: -4.855 -2.573 -2.691
C: -3.652 -3.401 -3.124
C: -2.884 -4.020 -1.945
C: -1.540 -3.351 -1.640
Ge: -1.406 -1.428 -1.491
C: -2.426 -1.272 1.799
C: -3.086 -2.600 2.034
C: -4.546 -2.560 2.486
C: -5.550 -2.135 1.420
H: -5.336 -2.089 -3.541
H: -4.588 -1.793 -1.972
H: -5.600 -3.208 -2.209
H: -2.972 -2.798 -3.737
H: -3.997 -4.194 -3.788
H: -2.677 -5.074 -2.134
H: -3.515 -3.999 -1.054
H: -0.856 -3.519 -2.491
H: -1.021 -3.795 -0.787
H: -2.524 -0.738 -2.299
H: -2.786 -0.494 2.473
H: -1.342 -1.310 1.752
H: -2.471 -3.063 2.814
H: -2.949 -3.234 1.152
H: -4.625 -1.903 3.357
H: -4.806 -3.556 2.847
H: -5.427 -1.093 1.120
H: -6.568 -2.246 1.791
H: -5.459 -2.750 0.524

molar mass	507.47	g/mol
gap between HOMO and LUMO	5.2	eV
LUMO energy	-0.29772	hartree
E_tot	-138687.793	eV
total charge	+2

=====

The highest gap between HOMO and LUMO belongs to which entry? C5H13NO

=====

Copy entry 1 word for word.
Computed, not measured: a cluster of 2 separate species, C5H13NO in total, with ωB97M-V/def2-TZVPD.

Positions of all 20 atoms, in Å:
C: 0.267 -0.647 -0.275
C: -0.804 -0.577 0.661
C: -1.179 1.218 0.292
C: 1.632 -0.157 0.114
C: -0.012 -0.732 -1.752
N: -0.311 2.144 0.926
O: 0.191 -2.500 0.219
H: 0.691 -2.654 1.035
H: -0.229 3.057 0.499
H: -0.441 2.243 1.923
H: -0.542 -0.541 1.714
H: -1.726 -1.085 0.398
H: -2.184 1.233 0.719
H: -1.294 1.444 -0.766
H: 2.204 0.299 -0.702
H: -1.063 -0.939 -1.962
H: 2.267 -0.982 0.447
H: 1.686 0.553 0.936
H: 0.279 0.187 -2.268
H: 0.567 -1.566 -2.157

molar mass	103.16	g/mol
gap between HOMO and LUMO	8.7	eV
LUMO energy	0.03171	hartree
E_tot	-8930.245	eV
total charge	0

=====

Please write out number 2 again, unchanged.
Computed, not measured: a structure of composition C17H31GeN5O4Zn, with ωB97M-V/def2-TZVPD.

Positions of all 59 atoms, in Å:
Zn: 0.534 -0.366 -0.461
N: 0.780 1.866 -0.120
N: -0.263 2.804 -0.028
C: -1.530 2.438 0.177
N: -2.477 3.347 0.205
N: -1.692 1.083 0.372
N: -2.870 0.571 0.289
O: -2.867 -0.786 0.386
O: -3.928 1.090 0.109
H: 1.355 1.920 0.720
H: 1.366 2.106 -0.917
H: -0.031 3.783 -0.125
H: -2.271 4.327 0.066
H: -3.440 3.078 0.330
C: 4.642 -0.720 -1.219
C: 3.307 -0.922 -0.569
O: 2.377 -0.195 -1.039
C: 3.131 -1.876 0.501
C: 4.227 -2.738 0.781
C: 4.198 -3.657 1.789
C: 3.052 -3.738 2.594
C: 1.971 -2.925 2.366
C: 1.957 -1.987 1.318
O: 0.862 -1.262 1.179
H: 4.597 0.170 -1.840
H: 4.869 -1.573 -1.863
H: 5.446 -0.630 -0.491
H: 5.112 -2.676 0.165
H: 5.043 -4.305 1.970
H: 3.018 -4.451 3.408
H: 1.089 -2.986 2.991
C: -4.855 -2.573 -2.691
C: -3.652 -3.401 -3.124
C: -2.884 -4.020 -1.945
C: -1.540 -3.351 -1.640
Ge: -1.406 -1.428 -1.491
C: -2.426 -1.272 1.799
C: -3.086 -2.600 2.034
C: -4.546 -2.560 2.486
C: -5.550 -2.135 1.420
H: -5.336 -2.089 -3.541
H: -4.588 -1.793 -1.972
H: -5.600 -3.208 -2.209
H: -2.972 -2.798 -3.737
H: -3.997 -4.194 -3.788
H: -2.677 -5.074 -2.134
H: -3.515 -3.999 -1.054
H: -0.856 -3.519 -2.491
H: -1.021 -3.795 -0.787
H: -2.524 -0.738 -2.299
H: -2.786 -0.494 2.473
H: -1.342 -1.310 1.752
H: -2.471 -3.063 2.814
H: -2.949 -3.234 1.152
H: -4.625 -1.903 3.357
H: -4.806 -3.556 2.847
H: -5.427 -1.093 1.120
H: -6.568 -2.246 1.791
H: -5.459 -2.750 0.524

molar mass	507.47	g/mol
gap between HOMO and LUMO	5.2	eV
LUMO energy	-0.29772	hartree
E_tot	-138687.793	eV
total charge	+2